Entry 1:
Molecular formula: C23H37N5O3S2
Method: DFT, ωB97M-V/def2-TZVPD

XYZ file:
```
70
Properties=species:S:1:pos:R:3:mulliken_charge:R:1
S -5.1820 -2.2713 -0.5169 1.40
S -3.3681 1.9464 -1.9696 0.23
O -1.0627 0.9810 -2.3388 -0.83
O -6.5978 -2.0456 -0.5348 -0.72
O -4.6884 -3.4549 0.1285 -0.65
N 0.2296 0.9974 -0.4892 0.70
N -4.0298 0.5159 -1.7041 -0.50
N -3.1676 2.4170 -0.4621 -0.58
N 2.4708 1.0521 1.1164 0.80
N -4.6704 -2.2855 -2.0857 -0.30
C -1.0803 -2.5047 -3.2723 -1.47
C 3.5570 -0.5610 4.4476 -1.48
C -1.6233 -2.0822 -0.8618 -0.27
C -0.2377 0.4423 -1.6101 -0.09
C -3.4359 -2.9435 -2.4419 -1.49
C 0.0186 -1.4407 -3.2997 -1.21
C -3.5092 1.3960 1.7564 -0.79
C 1.2104 3.0604 0.3613 -1.16
C -2.1769 -2.0764 -2.2970 1.70
C 5.8556 1.7963 -0.5840 -1.46
C -3.9293 0.2587 2.3987 -0.86
C -0.0751 2.3317 -0.0282 -0.43
C -0.0994 -1.9363 -0.8323 -1.45
C -4.4807 -0.8383 0.3139 0.04
C 3.6666 0.4150 3.2829 -0.10
C 2.6065 0.1119 2.2152 -1.28
C 4.7248 2.0500 0.4053 -0.16
C -4.0706 0.3033 -0.3781 0.63
C 1.9522 2.3583 1.5045 -0.85
C -3.5637 1.4293 0.3572 0.76
C 3.5690 1.0702 0.1583 -1.21
C 0.3724 -0.9348 -1.8924 0.60
C -4.4071 -0.8507 1.6806 -0.56
H 1.2452 2.1967 2.3227 0.61
H 0.9779 0.5594 0.0462 -0.32
H 5.1024 1.9437 1.4226 0.24
H 0.9519 4.0686 0.6875 0.41
H -4.8061 -1.3815 -2.5159 0.41
H -0.6778 -3.4749 -2.9763 0.34
H -3.3812 -3.8290 -1.8061 0.43
H 2.8150 -0.8716 1.7809 0.46
H -1.9087 -3.0059 -0.3547 0.84
H 4.3195 -0.3510 5.1935 0.41
H -0.6000 2.8619 -0.8263 0.47
H 0.3756 -2.8976 -1.0343 0.53
H 4.3711 3.0754 0.2840 0.28
H 0.2169 -1.6177 0.1630 0.48
H 3.1474 1.2917 -0.8301 0.33
H -4.7188 -1.7456 2.1950 0.51
H 2.7426 3.0241 1.8794 0.43
H 6.2591 0.7937 -0.4588 0.34
H -3.5377 -3.2702 -3.4825 0.32
H 5.4976 1.8953 -1.6065 0.35
H 1.4584 -0.8156 -1.8062 0.78
H -2.4561 -1.0529 -2.5669 -0.16
H -3.8928 0.2062 3.4761 0.40
H 0.9076 -1.8442 -3.7871 0.30
H 1.6285 0.0513 2.7057 0.41
H -2.0645 -1.2601 -0.2964 -0.48
H 2.5815 -0.4834 4.9228 0.36
H 1.8592 3.1458 -0.5104 0.34
H 6.6610 2.5108 -0.4323 0.41
H -0.3319 -0.5895 -3.8869 0.38
H 3.5332 1.4349 3.6493 0.29
H -3.1394 2.2536 2.2964 0.56
H -1.4931 -2.6130 -4.2765 0.50
H 3.6879 -1.5840 4.1014 0.33
H 4.6629 0.3363 2.8451 0.21
H 3.9723 0.0551 0.1163 0.55
H -0.7440 2.2759 0.8384 0.02
```

Values from the calculation:
E_LUMO (eV): -0.6
Spin multiplicity: 1
Energy (eV): -59715.3272
Gap between HOMO and LUMO (eV): 8.25

=====

Entry 2:
Molecular formula: C23H37O2Tb
Method: DFT, ωB97M-V/def2-TZVPD

XYZ file:
```
63
Properties=species:S:1:pos:R:3:mulliken_charge:R:1
Tb 0.6552 1.1739 1.7151 0.68
O -0.1692 -2.2859 -3.9975 -0.42
O -0.4231 0.0837 0.0243 -0.18
C 2.1845 3.2447 1.9183 -0.34
C -2.0521 2.1029 4.9886 -1.31
C -1.0647 2.6949 2.7555 -1.09
C -2.2768 2.7800 3.6424 0.82
C 2.1877 -0.6156 2.7936 -0.44
C 1.2687 3.5928 0.8723 -0.58
C 1.5227 2.7307 -0.2420 -0.57
C -1.3521 -3.1563 -4.0876 -0.49
C 0.6301 -0.6292 -0.6993 -0.37
C 2.6149 1.8703 0.1079 -0.45
C 3.0073 2.1792 1.4462 -0.68
C 0.3434 -2.9556 -5.1869 1.45
C -0.0465 -1.8109 -1.3603 -0.16
C -2.6899 4.2326 3.9109 -1.56
C -1.7574 -0.5002 -0.2739 -0.62
C 0.9608 -1.3242 2.5835 -0.62
C 0.5700 -1.9847 -6.3372 -1.62
C 1.5943 -3.7913 -4.9352 -1.76
C -1.5273 -1.4190 -1.4567 -0.53
C 1.9773 0.3349 3.8437 -0.71
C -0.0017 -0.8184 3.5132 -0.62
C 0.6419 0.1847 4.3049 -0.38
C -0.9125 -3.8325 -5.3655 -0.79
H 2.7340 0.9715 4.3000 0.51
H -2.9137 2.2668 5.6483 0.46
H 2.3023 3.7759 2.8688 0.45
H -1.5056 -3.5754 -6.2453 0.31
H 1.8123 -4.3469 -5.8640 0.45
H 3.1470 -0.8639 2.3274 0.47
H 0.4320 -1.9012 -2.3287 0.16
H -0.2609 3.3053 3.1852 0.17
H 0.8221 -2.5826 -7.2284 0.40
H -2.4574 0.3370 -0.4224 0.31
H 1.4355 -4.5229 -4.1279 0.36
H -2.0523 -1.0638 0.6118 0.27
H 0.2129 0.6631 5.1880 0.57
H 0.8210 -2.1981 1.9517 0.48
H -2.2043 -2.2680 -1.4021 0.38
H -3.1090 2.2651 3.1258 0.21
H 1.4223 -1.3201 -6.1177 0.37
H -1.1650 2.5137 5.4846 0.24
H -0.3371 -1.4064 -6.5477 0.38
H -2.9594 4.7628 2.9918 0.35
H 3.8618 1.7510 1.9724 0.54
H -1.7083 -0.8916 -2.3991 0.17
H -1.4033 -3.8397 -3.2314 0.26
H -0.7572 -4.9098 -5.2808 0.29
H 1.4605 -0.8991 -0.0225 0.41
H -1.3040 3.0050 1.7228 0.39
H 1.0676 2.8141 -1.2269 0.49
H 1.0217 0.0536 -1.4606 0.26
H 3.1449 1.2207 -0.5870 0.55
H -1.8638 4.7850 4.3803 0.30
H -0.9992 -1.2322 3.6736 0.45
H 2.4601 -3.1437 -4.7221 0.38
H 0.5661 4.4244 0.8744 0.44
H -1.9104 1.0258 4.8681 0.11
H 0.1183 -2.7496 -0.8225 0.27
H -2.2702 -2.5728 -4.2073 0.31
H -3.5472 4.2653 4.5911 0.44
```

Values from the calculation:
Relative energy (zero: lowest compared OMol25 entry of this formula, charge and spin) (eV): 0.0656
E_LUMO (spin up / spin down) (eV): 0.3 / 0.3
⟨S²⟩: 12.690
Spin multiplicity: 7
Energy (eV): -50978.6335
Gap between HOMO and LUMO (spin up / spin down) (eV): 6.65 / 6.55

=====

Question: energy of number 2 (C23H37O2Tb)?
Answer: -50978.6335 eV

=====

Question: Which of these has the highest energy?
Answer: C23H37O2Tb

=====

Repeat the first record exactly.
Molecular formula: C23H37N5O3S2
Method: DFT, ωB97M-V/def2-TZVPD

XYZ file:
```
70
Properties=species:S:1:pos:R:3:mulliken_charge:R:1
S -5.1820 -2.2713 -0.5169 1.40
S -3.3681 1.9464 -1.9696 0.23
O -1.0627 0.9810 -2.3388 -0.83
O -6.5978 -2.0456 -0.5348 -0.72
O -4.6884 -3.4549 0.1285 -0.65
N 0.2296 0.9974 -0.4892 0.70
N -4.0298 0.5159 -1.7041 -0.50
N -3.1676 2.4170 -0.4621 -0.58
N 2.4708 1.0521 1.1164 0.80
N -4.6704 -2.2855 -2.0857 -0.30
C -1.0803 -2.5047 -3.2723 -1.47
C 3.5570 -0.5610 4.4476 -1.48
C -1.6233 -2.0822 -0.8618 -0.27
C -0.2377 0.4423 -1.6101 -0.09
C -3.4359 -2.9435 -2.4419 -1.49
C 0.0186 -1.4407 -3.2997 -1.21
C -3.5092 1.3960 1.7564 -0.79
C 1.2104 3.0604 0.3613 -1.16
C -2.1769 -2.0764 -2.2970 1.70
C 5.8556 1.7963 -0.5840 -1.46
C -3.9293 0.2587 2.3987 -0.86
C -0.0751 2.3317 -0.0282 -0.43
C -0.0994 -1.9363 -0.8323 -1.45
C -4.4807 -0.8383 0.3139 0.04
C 3.6666 0.4150 3.2829 -0.10
C 2.6065 0.1119 2.2152 -1.28
C 4.7248 2.0500 0.4053 -0.16
C -4.0706 0.3033 -0.3781 0.63
C 1.9522 2.3583 1.5045 -0.85
C -3.5637 1.4293 0.3572 0.76
C 3.5690 1.0702 0.1583 -1.21
C 0.3724 -0.9348 -1.8924 0.60
C -4.4071 -0.8507 1.6806 -0.56
H 1.2452 2.1967 2.3227 0.61
H 0.9779 0.5594 0.0462 -0.32
H 5.1024 1.9437 1.4226 0.24
H 0.9519 4.0686 0.6875 0.41
H -4.8061 -1.3815 -2.5159 0.41
H -0.6778 -3.4749 -2.9763 0.34
H -3.3812 -3.8290 -1.8061 0.43
H 2.8150 -0.8716 1.7809 0.46
H -1.9087 -3.0059 -0.3547 0.84
H 4.3195 -0.3510 5.1935 0.41
H -0.6000 2.8619 -0.8263 0.47
H 0.3756 -2.8976 -1.0343 0.53
H 4.3711 3.0754 0.2840 0.28
H 0.2169 -1.6177 0.1630 0.48
H 3.1474 1.2917 -0.8301 0.33
H -4.7188 -1.7456 2.1950 0.51
H 2.7426 3.0241 1.8794 0.43
H 6.2591 0.7937 -0.4588 0.34
H -3.5377 -3.2702 -3.4825 0.32
H 5.4976 1.8953 -1.6065 0.35
H 1.4584 -0.8156 -1.8062 0.78
H -2.4561 -1.0529 -2.5669 -0.16
H -3.8928 0.2062 3.4761 0.40
H 0.9076 -1.8442 -3.7871 0.30
H 1.6285 0.0513 2.7057 0.41
H -2.0645 -1.2601 -0.2964 -0.48
H 2.5815 -0.4834 4.9228 0.36
H 1.8592 3.1458 -0.5104 0.34
H 6.6610 2.5108 -0.4323 0.41
H -0.3319 -0.5895 -3.8869 0.38
H 3.5332 1.4349 3.6493 0.29
H -3.1394 2.2536 2.2964 0.56
H -1.4931 -2.6130 -4.2765 0.50
H 3.6879 -1.5840 4.1014 0.33
H 4.6629 0.3363 2.8451 0.21
H 3.9723 0.0551 0.1163 0.55
H -0.7440 2.2759 0.8384 0.02
```

Values from the calculation:
E_LUMO (eV): -0.6
Spin multiplicity: 1
Energy (eV): -59715.3272
Gap between HOMO and LUMO (eV): 8.25